No. 1
Computed, not measured: a cluster of 2 separate species, C5H15NOS in total in a non-equilibrium geometry, with the ωB97M-V functional and the def2-TZVPD basis.

Properties
Frontier orbital gap (alpha / beta) ... 10.24 / 5.13 eV
Energy ... -19789.87097 eV
Spin multiplicity ... 2
Relative energy (zero: lowest compared OMol25 entry of this formula, charge and spin) ... 264.3 kJ/mol
M ... 137.2 g mol⁻¹
Net charge ... +1

Each line ends with the Mulliken charge.
Geometry (Å):
1 C -0.676 0.721 0.110  -0.494
2 N -0.948 1.137 -1.327  0.091
3 C 0.366 1.529 -1.895  -0.445
4 C 0.755 0.282 -2.804  -0.415
5 S 1.879 0.610 -4.131  -0.187
6 C -1.152 -0.755 0.214  -0.235
7 C -1.272 -1.297 1.624  -1.320
8 H 0.366 0.689 0.379  0.360
9 H -1.198 1.402 0.763  0.339
10 H -1.574 0.655 -1.944  0.335
11 H 1.074 1.858 -1.006  0.357
12 H 0.395 2.505 -2.505  0.395
13 H 1.040 -0.650 -2.313  0.338
14 H -0.242 0.240 -3.515  0.194
15 H 2.806 1.495 -3.722  0.156
16 H -0.506 -1.511 -0.175  0.205
17 H -2.177 -0.809 -0.251  0.357
18 H -1.338 -2.276 1.874  0.447
19 H -0.436 -0.807 2.177  0.238
20 H -2.205 -0.908 2.218  0.284
21 H 1.158 -1.273 6.027  0.340
22 H 1.771 -1.453 4.662  0.299
23 O 2.117 -1.387 5.540  -0.639

=====

No. 2
Computed, not measured: the ion C5H15NP with charge +1 in a non-equilibrium geometry, with the ωB97M-V functional and the def2-TZVPD basis.

Properties
Frontier orbital gap ... 10.51 eV
Energy ... -16198.47298 eV
Relative energy (zero: lowest compared OMol25 entry of this formula, charge and spin) ... 158.1 kJ/mol
SMILES ... CC(C)[C@](C)([NH3+])P
M ... 120.2 g mol⁻¹
Net charge ... +1

Each line ends with the Mulliken charge.
Geometry (Å):
1 C 0.176 -1.708 -1.191  -1.468
2 C -0.704 -0.410 -0.201  -0.186
3 C -1.309 0.527 -1.210  -1.474
4 C 0.135 0.328 0.758  0.104
5 C 1.162 1.288 0.030  -1.217
6 N 0.937 -0.737 1.499  -0.185
7 P -0.685 1.385 2.113  0.118
8 H 0.251 -2.651 -0.619  0.490
9 H 1.077 -1.194 -1.531  0.367
10 H -0.536 -1.914 -1.911  0.490
11 H -1.507 -1.040 0.269  0.408
12 H -2.118 0.028 -1.675  0.428
13 H -0.681 0.621 -2.063  0.435
14 H -1.542 1.586 -0.889  0.314
15 H 1.481 0.872 -0.911  0.286
16 H 1.988 1.467 0.710  0.433
17 H 0.692 2.290 -0.160  0.409
18 H 0.332 -1.333 2.122  0.386
19 H 1.261 -1.360 0.808  0.268
20 H 1.544 -0.230 2.225  0.471
21 H -0.539 2.486 1.307  0.091
22 H 0.636 1.440 2.581  0.032

=====

No. 3
Computed, not measured: a cluster of 2 separate species, C5H15NS in total in a non-equilibrium geometry, with the ωB97M-V functional and the def2-TZVPD basis.

Properties
Frontier orbital gap ... 8.96 eV
Energy ... -17753.46679 eV
Relative energy (zero: lowest compared OMol25 entry of this formula, charge and spin) ... 12.0 kJ/mol
SMILES ... CC(C)N.CCS
M ... 121.2 g mol⁻¹

Each line ends with the Mulliken charge.
Geometry (Å):
1 C -2.747 -0.254 0.803  -1.446
2 C -1.439 -0.694 0.169  0.438
3 C -1.633 -1.786 -0.873  -1.297
4 N -0.698 0.420 -0.462  -0.540
5 H -2.573 0.318 1.718  0.364
6 H -3.315 0.401 0.136  0.335
7 H -3.379 -1.100 1.073  0.395
8 H -0.760 -1.093 0.929  0.234
9 H -2.241 -1.402 -1.700  0.353
10 H -2.122 -2.664 -0.457  0.372
11 H -0.674 -2.084 -1.298  0.311
12 H -0.700 1.215 0.172  0.249
13 H -1.196 0.702 -1.302  0.257
14 C 2.887 1.751 -0.157  -0.976
15 C 2.836 0.450 0.647  -0.411
16 S 2.081 -0.921 -0.281  -0.291
17 H 3.772 1.781 -0.794  0.293
18 H 2.914 2.612 0.513  0.283
19 H 2.039 1.833 -0.836  0.297
20 H 2.279 0.591 1.576  0.262
21 H 3.835 0.140 0.953  0.343
22 H 0.836 -0.215 -0.528  0.174

=====

No. 4
Computed, not measured: a cluster of 2 separate species, C5H15NSi in total in a non-equilibrium geometry, with the ωB97M-V functional and the def2-TZVPD basis.

Properties
Frontier orbital gap ... 9.30 eV
Energy ... -14793.10002 eV
Relative energy (zero: lowest compared OMol25 entry of this formula, charge and spin) ... 312.6 kJ/mol
SMILES ... C/N=[SiH]/C.CCC
M ... 117.3 g mol⁻¹

Each line ends with the Mulliken charge.
Geometry (Å):
1 C 1.794 2.121 -0.327  -0.575
2 N 1.688 0.684 -0.361  -0.143
3 Si 1.846 -0.595 0.564  0.210
4 C 1.883 -2.300 -0.238  -0.915
5 H 0.707 2.381 0.073  0.172
6 H 2.694 2.458 0.390  0.218
7 H 1.962 2.644 -1.305  0.208
8 H 2.039 -0.828 2.103  -0.082
9 H 2.500 -3.033 0.168  0.404
10 H 0.814 -2.697 0.040  0.224
11 H 2.106 -2.166 -1.305  0.272
12 C -2.087 1.053 -0.860  -1.219
13 C -1.813 -0.307 -0.306  0.035
14 C -1.626 -0.385 1.193  -0.990
15 H -1.324 1.649 -0.452  0.129
16 H -2.023 1.099 -1.907  0.379
17 H -3.057 1.223 -0.619  0.435
18 H -2.611 -1.170 -0.430  0.289
19 H -1.017 -0.732 -0.876  0.170
20 H -2.301 0.156 1.737  0.443
21 H -0.691 0.153 1.326  -0.010
22 H -1.483 -1.408 1.390  0.345